# C29H45ClN4O5S

A 4-piece molecular cluster, C29H45ClN4O5S overall in a non-equilibrium geometry (ωB97M-V/def2-TZVPD, the OMol25 dataset).

```
85
Properties=species:S:1:pos:R:3:forces:R:3:lowdin_charge:R:1
C -4.547685 -0.376181 6.728954 -0.39 0.35 -0.40 -0.087
C -5.357755 0.477728 5.603081 -0.55 -1.43 0.33 -0.264
O -4.483377 1.195940 4.705707 -0.75 0.40 1.66 -0.204
C -4.178382 2.524282 5.208567 0.25 -0.42 -0.79 -0.168
C -2.639735 2.834095 4.789865 -0.69 0.61 1.40 -0.173
O -2.187253 2.021924 3.691330 0.47 1.27 0.64 -0.191
C -0.934619 2.495452 3.155439 -0.22 0.29 -1.81 -0.183
C -0.780151 1.827337 1.693694 0.69 -1.81 -3.21 -0.104
C -1.987590 1.133955 0.965258 2.51 -0.10 -1.47 0.047
C -1.874949 0.474173 -0.442230 2.94 2.37 1.30 -0.166
C -3.053771 -0.281079 -1.203759 2.24 -0.72 -0.32 -0.625
Cl -4.662984 0.596682 -1.202280 0.96 -0.48 0.23 0.574
C -3.101894 -1.794016 -0.655899 0.30 0.17 0.48 -0.246
C -4.235506 -2.092564 0.442276 0.89 -1.24 0.24 -0.143
C -0.488757 0.548443 -1.188991 0.05 1.28 3.00 0.055
C 0.731126 1.215100 -0.520236 -3.76 -0.57 1.66 -0.199
C 0.571240 1.827646 0.925288 -1.82 -1.46 -1.64 -0.347
S 2.152342 2.546712 1.624257 -0.28 -1.73 -0.88 0.858
C 3.405823 1.287219 1.035095 1.19 -2.32 -1.81 -0.401
C 4.569928 0.752799 1.900211 -0.68 -1.56 -3.86 -0.061
C 5.489636 -0.336704 1.238361 -2.57 1.24 -1.74 -0.065
C 5.257284 -0.858148 -0.217218 -2.10 2.41 1.30 -0.077
C 4.095912 -0.304513 -1.077055 0.11 1.62 3.93 -0.009
C 3.156053 0.775182 -0.435187 3.07 -2.04 1.58 -0.214
N 2.028361 1.255625 -1.269303 -0.22 0.85 2.36 -0.024
H -5.195423 -0.561329 7.658336 0.92 0.44 -1.33 0.073
H -4.288246 -1.418714 6.308240 -0.09 1.84 0.61 0.079
H -3.616059 0.228862 7.013627 -1.24 -1.13 -0.30 0.075
H -5.913731 -0.300738 4.969820 0.72 1.29 0.74 0.120
H -6.163363 1.151615 6.080872 1.35 -0.80 -0.69 0.122
H -4.925859 3.254734 4.734047 1.17 -0.84 0.56 0.129
H -4.337814 2.560645 6.344671 0.56 0.07 -1.54 0.126
H -2.010065 2.622109 5.735907 -0.67 0.37 -1.51 0.133
H -2.607765 3.969251 4.559398 0.28 -1.74 0.19 0.132
H -0.025308 2.305236 3.819557 -1.20 -0.05 -0.82 0.125
H -1.002956 3.632802 2.978282 0.14 -1.51 0.34 0.135
H -2.983939 1.091953 1.514289 1.56 0.12 -0.82 0.101
H -2.726054 -0.349611 -2.310598 -0.64 0.42 1.83 0.074
H -3.123766 -2.497239 -1.564278 -0.36 0.97 1.45 0.112
H -2.085083 -1.989268 -0.141480 -1.55 0.47 -1.00 0.114
H -3.724037 -2.700907 1.284920 -0.91 0.95 -1.30 0.077
H -4.676304 -1.172394 0.946873 0.46 -1.21 -1.03 0.054
H -5.006716 -2.799902 -0.017704 0.71 1.36 0.79 0.073
H -0.339851 0.114218 -2.246718 -0.45 0.80 1.91 0.099
H 4.722935 1.113699 2.979751 -0.22 -0.68 -1.98 0.100
H 6.339239 -0.783075 1.849688 -1.29 0.75 -0.86 0.070
H 5.945538 -1.669937 -0.654596 -1.19 1.50 0.87 0.087
H 3.857885 -0.634885 -2.148692 0.51 0.49 1.90 0.093
H 2.218478 2.274167 -1.402168 -0.20 -0.86 -0.10 0.123
C -3.936554 2.200115 -6.524685 -0.09 -0.14 0.13 -0.055
N -3.526425 1.229270 -5.530794 0.97 0.03 0.14 -0.193
C -4.527243 0.362787 -4.938862 0.23 -0.15 0.22 -0.043
C -2.229468 1.104787 -5.134725 -0.59 0.24 -0.28 -0.316
O -1.818246 0.309428 -4.304347 -0.17 -0.10 -0.09 -0.019
H -4.669013 2.877866 -6.078952 0.01 0.06 -0.18 0.091
H -4.390718 1.675131 -7.368991 -0.02 0.18 -0.05 0.089
H -3.083344 2.779610 -6.880880 -0.03 -0.11 0.09 0.089
H -4.538982 0.518534 -3.857591 -0.16 -0.12 -0.10 0.032
H -4.262557 -0.678580 -5.140151 -0.15 0.01 0.08 0.096
H -5.513817 0.577066 -5.351531 0.16 0.05 -0.01 0.090
H -1.552012 1.808523 -5.643963 -0.08 0.04 -0.05 0.125
C 6.081638 -4.488058 5.847627 -0.09 0.07 -0.26 -0.064
N 6.271810 -3.430055 4.876735 0.59 0.59 0.40 -0.206
C 5.581272 -3.512867 3.604577 0.13 0.32 -0.07 -0.047
C 7.081207 -2.357767 5.123402 -0.30 -0.26 -0.25 -0.338
O 7.286015 -1.434318 4.353925 -0.23 -0.39 0.05 0.002
H 6.406823 -5.435484 5.410120 -0.06 -0.07 0.19 0.089
H 5.021007 -4.549251 6.104604 0.08 -0.15 0.12 0.089
H 6.658558 -4.295921 6.753619 -0.03 0.05 -0.13 0.083
H 6.319217 -3.516855 2.798285 -0.18 0.00 -0.08 0.092
H 4.940343 -2.635264 3.488826 -0.01 -0.11 -0.18 0.088
H 4.976495 -4.419040 3.553214 0.11 0.09 0.10 0.088
H 7.555311 -2.395307 6.117234 -0.04 -0.08 0.03 0.130
C 2.009674 -1.164371 -6.399702 0.10 0.13 -0.18 -0.058
N 1.957148 0.140361 -7.026794 -0.51 0.42 0.40 -0.204
C 2.789310 0.397129 -8.185592 -0.12 0.29 0.01 -0.049
C 1.148513 1.134640 -6.560369 0.23 -0.30 -0.06 -0.342
O 1.056866 2.250925 -7.039429 0.10 -0.23 -0.11 0.005
H 3.031473 -1.356180 -6.061847 -0.08 -0.18 0.05 0.087
H 1.718061 -1.923010 -7.130745 0.04 -0.12 0.16 0.088
H 1.334602 -1.214284 -5.543748 0.04 0.10 -0.10 0.086
H 3.458541 1.233275 -7.968013 0.01 -0.06 -0.18 0.093
H 2.152586 0.669816 -9.030896 0.18 0.02 -0.04 0.092
H 3.376722 -0.486346 -8.438836 -0.11 0.05 0.11 0.085
H 0.560156 0.835311 -5.677994 0.06 -0.14 0.03 0.115
```
Forces are in eV/Å.

Output
2S+1   1
F_max   4.3 eV Å⁻¹
HOMO-LUMO gap   8.5 eV
Charge   0
SMILES   CCOCCOCc1cc([C@H](Cl)CC)cc2c1Sc1ccccc1N2.CN(C)C=O.CN(C)C=O.CN(C)C=O


# C29H46BrN3P2Sr

C29H46BrN3P2Sr as an isolated structure in a non-equilibrium geometry (ωB97M-V/def2-TZVPD, the OMol25 dataset).

```
82
Properties=species:S:1:pos:R:3:forces:R:3:lowdin_charge:R:1
N 4.485272 -5.448863 -3.416989 -0.19 -0.07 -0.02 0.123
C 3.291481 -6.030087 -3.305018 -0.69 -0.02 0.07 -0.085
C 2.099641 -5.310852 -3.149353 0.33 -0.18 0.17 0.038
C 2.148749 -3.892618 -3.085873 -0.84 0.05 -0.39 -0.161
C 3.438507 -3.299443 -3.225421 0.22 -0.01 0.24 0.063
C 4.559089 -4.121584 -3.385627 -0.44 0.61 0.07 -0.077
C 0.946028 -3.084779 -2.903707 2.70 -1.97 -0.76 0.027
Sr -1.431603 -1.034156 -2.472864 -0.19 1.60 0.74 1.482
P -3.088982 3.535232 -1.521407 -1.22 2.53 0.11 0.934
C 1.048874 -1.694201 -2.787680 -1.26 2.34 -0.12 -0.364
C 1.478100 -1.114367 -1.508198 0.20 -0.19 0.14 -0.325
C 2.120639 0.145417 -1.493990 -0.09 -0.37 -0.10 -0.070
C 2.451677 0.751947 -0.304018 -0.36 -0.03 0.68 -0.110
C 2.033377 0.172986 0.925099 0.25 -0.94 -0.17 -0.360
C 1.600655 -1.175404 0.910275 -0.02 0.72 0.04 -0.098
C 1.324142 -1.817415 -0.287971 0.37 0.44 -0.24 -0.059
Br -0.601821 1.445406 0.139645 -0.81 -1.07 -1.07 0.365
H -0.014356 -3.629433 -2.859070 0.33 -0.38 0.35 0.109
H 1.175646 -1.047918 -3.681729 0.92 -0.86 0.30 0.126
H 1.164116 -5.849119 -3.015754 0.10 0.12 -0.15 0.123
H 3.594259 -2.224026 -3.159338 -0.28 -0.22 -0.07 0.129
H 3.273915 -7.121893 -3.335071 0.02 0.34 0.00 0.128
H 5.552882 -3.679850 -3.476292 -0.28 -0.14 0.01 0.130
H 2.290686 0.641559 -2.452936 0.21 -0.09 0.38 0.129
H 0.964850 -2.842246 -0.298099 0.04 0.09 0.13 0.106
H 2.984065 1.702227 -0.325979 -0.51 -0.27 -0.07 0.096
H 1.427260 -1.690144 1.861401 -0.09 0.13 -0.42 0.107
P 1.782242 1.091367 2.475167 0.15 -0.23 -0.85 0.981
C -3.276199 2.033787 -2.513615 0.12 -0.40 0.04 -0.503
C -3.793680 2.399730 -3.910493 -0.03 -0.17 -0.26 -0.177
H -4.000303 1.398084 -1.979257 0.27 -0.05 -0.14 0.081
H -2.270057 1.572001 -2.557008 -0.07 -0.36 -0.08 -0.017
H -4.101086 1.500441 -4.452341 0.00 0.04 -0.10 0.059
H -4.656174 3.077692 -3.872585 0.23 -0.25 0.21 0.073
H -3.033070 2.906363 -4.513754 -0.02 -0.06 0.17 0.072
C -1.367892 4.101952 -1.755452 0.46 -0.63 0.22 -0.481
C -1.117407 5.528662 -1.259530 -0.07 0.01 -0.22 -0.159
H -1.159623 4.031331 -2.834932 0.01 0.02 0.25 0.078
H -0.742376 3.373931 -1.207695 0.04 0.63 -0.60 -0.068
H -0.067007 5.794685 -1.408809 -0.09 -0.01 0.03 0.068
H -1.725311 6.245891 -1.819580 0.05 -0.06 0.15 0.071
H -1.337722 5.649773 -0.193985 -0.04 -0.07 -0.13 0.062
C -3.290047 3.226209 0.282008 -0.07 -0.50 0.14 -0.493
C -4.651635 3.693749 0.832848 0.24 0.00 -0.07 -0.169
H -2.477897 3.765372 0.798745 -0.19 -0.32 -0.21 0.058
H -3.131079 2.149508 0.437986 -0.10 0.39 0.35 -0.009
H -4.693350 3.529081 1.918120 -0.01 0.03 -0.23 0.067
H -4.796042 4.767029 0.646666 -0.05 -0.33 0.00 0.068
H -5.481695 3.138617 0.378680 0.13 0.20 0.04 0.063
C 0.145742 0.715368 3.190564 -0.46 0.17 -0.58 -0.368
C -0.102697 1.193477 4.619012 0.29 -0.12 0.34 -0.117
H -0.035447 -0.365060 3.085613 0.12 0.26 0.02 0.087
H -0.562400 1.208176 2.486045 0.54 -0.40 0.55 -0.019
H 0.358636 0.510319 5.348163 -0.10 0.36 -0.12 0.076
H 0.279918 2.210653 4.786698 -0.14 -0.28 0.03 0.076
H -1.184264 1.207922 4.812535 0.35 0.01 -0.06 0.087
C 1.869198 2.851475 2.068051 -0.45 0.13 0.01 -0.329
C 3.234656 3.396222 1.680122 0.47 0.19 0.12 -0.115
H 1.471789 3.385116 2.941338 0.06 -0.03 -0.11 0.103
H 1.138309 2.984411 1.252578 0.21 -0.07 0.34 0.029
H 3.946766 3.321033 2.504154 -0.01 0.07 -0.04 0.078
H 3.676908 2.891283 0.822620 -0.01 0.03 0.17 0.052
H 3.161068 4.452456 1.403262 -0.10 -0.16 0.15 0.093
C 3.093710 0.650964 3.616802 0.02 0.18 0.20 -0.320
C 3.146290 -0.810304 4.068286 -0.04 -0.06 0.12 -0.115
H 2.967392 1.315024 4.478391 0.15 -0.02 0.02 0.104
H 4.013021 0.940086 3.096372 0.02 -0.04 0.20 0.100
H 3.372271 -1.490910 3.244548 -0.07 0.10 0.04 0.069
H 3.944755 -0.914495 4.802206 0.00 -0.03 -0.03 0.085
H 2.222637 -1.135116 4.565480 0.13 0.12 -0.20 0.076
C -3.058710 -5.319234 1.403689 -0.22 -0.32 0.13 0.005
N -2.625511 -4.075427 0.783101 0.36 0.91 -0.55 -0.115
C -2.806008 -2.801293 1.319106 0.60 -0.33 -0.60 -0.015
C -2.245918 -1.923672 0.429902 -0.26 -0.58 -0.02 -0.158
N -1.768629 -2.630713 -0.662310 -0.24 -1.26 0.23 -0.166
C -2.001068 -3.933335 -0.416354 -0.44 1.28 0.89 -0.134
H -2.965845 -5.205067 2.492104 -0.04 -0.18 -0.39 0.106
H -4.107984 -5.529265 1.138377 0.46 0.05 0.15 0.110
H -2.413887 -6.139280 1.057760 -0.27 0.28 0.18 0.103
H -3.249622 -2.626693 2.285597 -0.05 -0.16 -0.07 0.134
H -2.118389 -0.845096 0.491232 -0.07 -0.14 0.14 0.031
H -1.726419 -4.750656 -1.070265 -0.16 0.01 0.20 0.135
```
Forces are in eV/Å.

Output
Energy relative to the best compared isomer or geometry (same formula, charge and spin)   2.5997 eV
2S+1   1
F_max   3.4 eV Å⁻¹
HOMO-LUMO gap   2.8 eV
Charge   +2